No. 1
ORCA calculation (ωB97M-V/def2-TZVPD) on C2H4N2OS in the gas phase.

Bonds (Å) are listed after each position.
Atoms and positions in Å:
1 H 1.9834 -1.2598 -1.0525  N2 1.204
2 N 2.0762 -0.0771 -0.8472  H1 1.204, C3 1.325
3 C 1.4594 0.5726 0.1292  N2 1.325, N4 1.438, H8 1.229
4 N 0.4095 -0.1721 0.7692  C3 1.438, S5 1.657, H9 1.062
5 S -0.5689 -1.2590 -0.0105  N4 1.657, C6 1.823
6 C -1.8580 -0.0463 -0.4472  S5 1.823, O7 1.144, H10 1.219
7 O -1.7388 1.0783 -0.2718  C6 1.144
8 H 1.4585 1.6105 0.7868  C3 1.229
9 H -0.2214 -0.0354 1.6125  N4 1.062
10 H -2.9999 -0.4117 -0.6685  C6 1.219

LUMO ... 0.6 eV
SMILES string ... [H]/N=C\NSC=O
Molar mass ... 104.1 g mol⁻¹
Total charge ... 0
E_HOMO ... -9.3 eV
Energy ... -661.41820 Eh
Energy above the lowest of the compared OMol25 structures with the same formula, charge and spin ... 439.3 kJ/mol

No. 2
ORCA calculation (ωB97M-V/def2-TZVPD) on C2H4N2OS in the gas phase.

Bonds (Å) are listed after each position.
Atoms and positions in Å:
1 H 1.5506 -1.5360 0.6144  N2 1.032
2 N 1.7767 -0.5903 0.2678  H1 1.032, C3 1.272
3 C 0.6745 -0.0217 -0.0155  N2 1.272, N4 1.366, C5 1.546
4 N 0.7431 1.2323 -0.5537  C3 1.366, H8 0.990, H9 1.034
5 C -0.6931 -0.6677 0.3066  C3 1.546, O6 1.198, S7 1.802
6 O -0.8506 -1.6291 1.0032  C5 1.198
7 S -2.0064 0.1800 -0.5891  C5 1.802, H10 1.363
8 H -0.0076 1.8329 -0.7909  N4 0.990
9 H 1.7265 1.5513 -0.5201  N4 1.034
10 H -2.9136 -0.3518 0.2774  S7 1.363

LUMO ... 0.0 eV
SMILES string ... [H]/N=C(/N)C(=O)S
Molar mass ... 104.1 g mol⁻¹
Total charge ... 0
E_HOMO ... -9.6 eV
Energy ... -661.54059 Eh
Energy above the lowest of the compared OMol25 structures with the same formula, charge and spin ... 118.0 kJ/mol

No. 3
ORCA calculation (ωB97M-V/def2-TZVPD) on C2H4N2OS in the gas phase.

Bonds (Å) are listed after each position.
Atoms and positions in Å:
1 C 0.0801 -1.3419 -0.2208  C2 1.276, O5 1.423, H7 1.083
2 C 0.9827 -1.2553 0.6768  C1 1.276, H8 1.052
3 N -0.9788 0.7600 0.2202  N4 1.380, O5 1.387, S6 1.649
4 N -0.2716 1.7153 -0.4812  N3 1.380, H9 1.015, H10 1.021
5 O -1.0345 -0.4770 -0.4040  C1 1.423, N3 1.387
6 S -0.6694 0.7070 1.8392  N3 1.649
7 H -0.0561 -2.0839 -0.9976  C1 1.083
8 H 1.8406 -1.3707 1.2737  C2 1.052
9 H -0.6279 1.8016 -1.4273  N4 1.015
10 H 0.7348 1.5450 -0.4791  N4 1.021

LUMO (alpha / beta) ... -1.1 / -0.7 eV
Molar mass ... 104.1 g mol⁻¹
Total charge ... 0
E_HOMO (alpha / beta) ... -8.7 / -8.7 eV
Energy ... -661.31671 Eh
Energy above the lowest of the compared OMol25 structures with the same formula, charge and spin ... 705.8 kJ/mol

No. 4
ORCA calculation (ωB97M-V/def2-TZVPD) on C2H4N2OS2 in the gas phase.

Bonds (Å) are listed after each position.
Atoms and positions in Å:
1 N -1.1823 1.1910 -0.0319  C2 1.355, H8 1.004, H9 1.059
2 C -1.4789 -0.1302 0.0238  N1 1.355, S3 1.660, O4 1.363
3 S -2.9815 -0.8133 -0.1576  C2 1.660
4 O -0.4309 -0.9465 0.3304  C2 1.363, N5 1.383
5 N 0.7748 -0.2989 0.5306  O4 1.383, C6 1.354, H10 0.993
6 C 1.7516 -0.6112 -0.3538  N5 1.354, S7 1.626, H11 1.083
7 S 3.3424 -0.3745 -0.1157  C6 1.626
8 H -0.2521 1.5687 -0.0128  N1 1.004
9 H -1.9543 1.8047 -0.4184  N1 1.059
10 H 1.0322 -0.3636 1.4878  N5 0.993
11 H 1.3787 -1.0261 -1.2825  C6 1.083

LUMO ... -0.2 eV
SMILES string ... NC(=S)ONC=S
Molar mass ... 136.2 g mol⁻¹
Total charge ... 0
E_HOMO ... -9.0 eV
Energy ... -1059.67099 Eh
Energy above the lowest of the compared OMol25 structures with the same formula, charge and spin ... 189.8 kJ/mol

No. 5
ORCA calculation (ωB97M-V/def2-TZVPD) on C2H4N2OS2 in the gas phase.

Bonds (Å) are listed after each position.
Atoms and positions in Å:
1 N -2.3724 0.0921 0.1506  N2 1.409, H8 1.002, H9 1.033
2 N -1.0323 0.3819 -0.1760  N1 1.409, C3 1.387, H10 1.055
3 C 0.0434 -0.4881 -0.0788  N2 1.387, O4 1.200, C5 1.472
4 O -0.0632 -1.6769 0.0414  C3 1.200
5 C 1.3308 0.2224 -0.0135  C3 1.472, S6 1.635, S7 1.826
6 S 1.5417 1.8428 0.0450  C5 1.635
7 S 2.7186 -0.9647 0.0073  C5 1.826, H11 1.325
8 H -2.2781 -0.6405 0.8282  N1 1.002
9 H -2.7785 -0.1045 -0.7791  N1 1.033
10 H -0.7997 1.3989 -0.0212  N2 1.055
11 H 3.6897 -0.0635 -0.0040  S7 1.325

LUMO ... -1.4 eV
SMILES string ... NNC(=O)C(=S)S
Molar mass ... 136.2 g mol⁻¹
Total charge ... 0
E_HOMO ... -9.2 eV
Energy ... -1059.69108 Eh
Energy above the lowest of the compared OMol25 structures with the same formula, charge and spin ... 137.0 kJ/mol

No. 6
ORCA calculation (ωB97M-V/def2-TZVPD) on C2H4N2OS2 in the gas phase.

Bonds (Å) are listed after each position.
Atoms and positions in Å:
1 O -2.6805 -1.7521 -0.1541  C2 1.179
2 C -1.8846 -0.8870 -0.0643  O1 1.179, S3 1.901, H8 1.197
3 S -1.5174 0.3271 1.3521  C2 1.901, N4 1.749
4 N -0.3793 1.1892 0.3425  S3 1.749, C5 1.445, H9 1.229
5 C 0.9822 1.0638 -0.1241  N4 1.445, N6 1.221, H10 1.085
6 N 1.7023 0.0925 0.0456  C5 1.221, S7 1.748
7 S 1.6183 -1.4251 0.9080  N6 1.748, H11 1.679
8 H -1.0366 -0.8664 -0.9092  C2 1.197
9 H -0.7796 2.0444 -0.4439  N4 1.229
10 H 1.2610 1.9795 -0.6352  C5 1.085
11 H 2.7143 -1.7659 -0.3173  S7 1.679

LUMO ... 0.0 eV
SMILES string ... O=CSN/C=N\S
Molar mass ... 136.2 g mol⁻¹
Total charge ... 0
E_HOMO ... -8.6 eV
Energy ... -1059.57803 Eh
Energy above the lowest of the compared OMol25 structures with the same formula, charge and spin ... 433.8 kJ/mol

No. 7
ORCA calculation (ωB97M-V/def2-TZVPD) on C2H4N2OS2 in the gas phase.

Bonds (Å) are listed after each position.
Atoms and positions in Å:
1 N -1.3979 -1.1787 0.4667  C2 1.350, H8 1.033, H9 1.024
2 C -0.5348 -0.5826 1.3169  N1 1.350, S3 1.635, O4 1.378
3 S -0.4775 -0.8067 2.9352  C2 1.635
4 O 0.2426 0.3344 0.6437  C2 1.378, C5 1.382
5 C 0.7837 -0.0324 -0.5743  O4 1.382, N6 1.270, H10 1.122
6 N 1.2066 0.8546 -1.3787  C5 1.270, S7 1.698
7 S 1.1301 2.4880 -0.9223  N6 1.698, H11 1.282
8 H -1.4765 -1.0006 -0.5476  N1 1.033
9 H -1.9067 -1.9847 0.8417  N1 1.024
10 H 0.9722 -1.1248 -0.7460  C5 1.122
11 H 1.4581 3.0335 -2.0352  S7 1.282

LUMO ... 0.5 eV
SMILES string ... NC(=S)O/C=N\S
Molar mass ... 136.2 g mol⁻¹
Total charge ... 0
E_HOMO ... -9.0 eV
Energy ... -1059.69890 Eh
Energy above the lowest of the compared OMol25 structures with the same formula, charge and spin ... 116.5 kJ/mol

No. 8
ORCA calculation (ωB97M-V/def2-TZVPD) on 2 unconnected molecules or ions with the total composition C2H4N2P2.

Bonds (Å) are listed after each position.
Atoms and positions in Å:
1 C -1.5337 1.0085 0.1669  N3 1.297, P5 1.755, H7 1.051
2 C -0.8761 -1.2268 0.1924  N4 1.319, P5 1.725, H8 1.157
3 N -0.2512 0.9188 -0.0014  C1 1.297, N4 1.306
4 N 0.0744 -0.3451 -0.0522  C2 1.319, N3 1.306
5 P -2.4355 -0.4936 0.2743  C1 1.755, C2 1.725
6 P 2.5309 -0.5083 0.0787  H9 1.546, H10 1.382
7 H -1.9546 1.9208 -0.1427  C1 1.051
8 H -0.5168 -2.2932 -0.0780  C2 1.157
9 H 2.3868 0.8954 0.7117  P6 1.546
10 H 2.5757 0.1236 -1.1496  P6 1.382

LUMO ... -1.9 eV
Molar mass ... 118.0 g mol⁻¹
Total charge ... 0
E_HOMO ... -8.5 eV
Energy ... -870.68332 Eh
Energy above the lowest of the compared OMol25 structures with the same formula, charge and spin ... 233.6 kJ/mol